This record from the OMol25 dataset describes a molecular structure, C38H45Cl5Ge2N3O2SeY. The level of theory is the ωB97M-V functional and the def2-TZVPD basis.

Results
Electronic energy ... -10683.9260 a.u.
ΔE to the lowest compared entry with this formula, charge and spin ... 11.8 kcal per mole
LUMO energy ... -5.0 eV
Highest occupied orbital energy ... -12.5507 eV
HOMO-LUMO gap ... 0.27744 hartree
Strongest force on any atom ... 2.989 eV/A

Structure (ORCA input):
```
! RIJCOSX wB97M-V def2-TZVPD def2/J DEFGRID3
* xyz 2 1
Y -1.017 -0.286 0.447
C 4.278 -2.372 2.687
C 2.818 -1.931 2.834
Ge 1.702 -2.534 1.311
C 1.350 -4.476 1.156
C 2.541 -5.232 0.562
C 2.456 -1.872 -0.362
C 2.270 -1.119 -1.455
Ge 0.608 0.000 -1.684
C -0.297 -0.730 -3.317
C -0.549 -2.230 -3.136
C 0.910 2.002 -1.794
C 1.736 2.642 -2.911
C 3.266 -1.150 -2.562
C 4.353 -2.033 -2.590
C 5.242 -2.044 -3.649
C 5.072 -1.178 -4.721
C 4.002 -0.300 -4.718
C 3.115 -0.292 -3.654
H 4.865 -1.968 3.510
H 4.718 -2.006 1.759
H 4.374 -3.457 2.710
H 2.760 -0.842 2.884
H 2.388 -2.336 3.753
H 0.459 -4.609 0.539
H 1.123 -4.844 2.155
H 2.818 -4.851 -0.422
H 2.280 -6.284 0.444
H 3.415 -5.176 1.211
H 3.387 -2.451 -0.324
H 0.316 -0.570 -4.205
H -1.237 -0.197 -3.479
H 0.398 -2.770 -3.104
H -1.138 -2.637 -3.959
H -1.086 -2.446 -2.203
H 1.319 2.299 -0.822
H -0.110 2.395 -1.835
H 2.776 2.322 -2.878
H 1.725 3.729 -2.801
H 1.330 2.403 -3.895
H 4.522 -2.739 -1.787
H 6.074 -2.735 -3.642
H 5.764 -1.196 -5.552
H 3.853 0.378 -5.549
H 2.285 0.398 -3.664
Cl -0.494 -0.572 7.690
C -0.402 -0.956 6.029
C -0.063 0.030 5.102
Cl 0.252 1.633 5.608
C 0.016 -0.304 3.758
Cl 0.389 0.904 2.575
C -0.230 -1.594 3.293
O -0.152 -1.870 1.964
C -0.595 -2.563 4.227
Cl -1.005 -4.135 3.674
C -0.682 -2.252 5.585
Cl -1.151 -3.451 6.706
O -2.868 0.022 2.274
C -3.576 -0.930 3.103
C -4.386 -1.929 2.292
C -3.519 -2.758 1.308
C -3.742 -2.309 -0.109
C -4.549 -3.034 -0.976
C -4.803 -2.543 -2.247
C -4.300 -1.298 -2.599
C -3.520 -0.629 -1.682
N -3.201 -1.135 -0.479
H -3.505 0.697 2.008
H -4.221 -0.392 3.798
H -2.814 -1.451 3.680
H -5.162 -1.396 1.738
H -4.890 -2.592 2.996
H -3.763 -3.815 1.393
H -2.463 -2.657 1.577
H -4.971 -3.974 -0.651
H -5.391 -3.118 -2.950
H -4.510 -0.858 -3.563
H -3.117 0.354 -1.906
C -2.395 4.824 -1.992
N -1.590 5.047 -0.807
C -1.432 4.210 0.224
Se -2.183 2.520 0.418
N -0.643 4.804 1.134
C -0.279 6.071 0.694
C 0.505 7.071 1.249
C 0.665 8.221 0.499
C 0.066 8.370 -0.757
C -0.723 7.377 -1.306
C -0.885 6.223 -0.551
H -2.932 3.887 -1.883
H -1.762 4.782 -2.878
H -3.112 5.636 -2.104
H -0.412 4.393 2.022
H 0.967 6.959 2.221
H 1.266 9.028 0.895
H 0.230 9.283 -1.313
H -1.194 7.494 -2.272
*
```